[1]
The following is a DFT calculation (ωB97M-V/def2-TZVPD) of the molecule C7H12N2 at a distorted geometry.

Structure (XYZ):
```
21
Properties=species:S:1:pos:R:3
C -0.53 0.95 -3.51
C -0.50 0.39 -2.29
C 0.58 0.83 -1.32
C -0.15 0.83 0.18
N 0.46 -0.47 0.42
C 0.47 -1.25 1.59
N -0.17 -1.02 2.62
C -1.13 -0.04 2.93
C 1.24 -0.49 -0.82
H 0.14 1.75 -3.78
H -1.24 0.68 -4.31
H -1.30 -0.30 -1.97
H 1.27 1.54 -1.67
H 0.20 1.72 0.86
H -1.27 0.92 0.37
H 1.10 -2.14 1.50
H -0.95 0.95 2.49
H -2.11 -0.27 2.64
H -1.06 -0.01 4.04
H 1.06 -1.33 -1.55
H 2.29 -0.41 -0.55
```

* structure (SMILES): C=CC1CN(/C=N\C)C1
* ΔE to the lowest compared entry with this formula, charge and spin: 284.22 kJ/mol
* orbital gap: 9.1752 eV
* E_HOMO: -0.30304 Eh
* DFT total energy: -10430.5314 eV
* strongest force on any atom: 5.1 eV/Å

***

[2]
The following is a DFT calculation (ωB97M-V/def2-TZVPD) of a cluster of 3 separate species, C4H13NO3S2 in total at a distorted geometry.

Structure (XYZ):
```
23
Properties=species:S:1:pos:R:3
C -0.02 3.27 -0.43
N -0.81 2.14 0.04
C -0.08 1.11 0.59
O -0.78 0.11 0.81
C 1.31 1.05 1.04
C 2.08 0.29 -0.06
S 2.07 -1.57 0.26
S 0.44 -2.70 0.28
H -0.34 4.15 -0.96
H 0.73 2.86 -1.09
H 0.43 3.83 0.57
H -1.74 1.90 -0.50
H 1.90 1.98 1.39
H 1.32 0.50 2.05
H 1.70 0.46 -1.10
H 3.18 0.45 0.05
H -0.39 -2.48 1.28
O -2.81 1.50 -1.98
H -3.33 0.67 -2.08
H -2.42 1.66 -2.77
O -2.69 -1.02 -0.43
H -3.15 -1.22 0.36
H -2.01 -0.32 -0.12
```

* structure (SMILES): CNC(=O)CCSS.O.O
* ΔE to the lowest compared entry with this formula, charge and spin: 181.39 kJ/mol
* orbital gap: 8.7950 eV
* E_HOMO: -0.30460 Eh
* DFT total energy: -33660.2587 eV
* strongest force on any atom: 5.1 eV/Å

***

[3]
The following is a DFT calculation (ωB97M-V/def2-TZVPD) of a structure of composition C37H40O2P2Pd at a distorted geometry.

Structure (XYZ):
```
82
Properties=species:S:1:pos:R:3
Pd -0.34 1.51 0.03
C -3.38 -5.26 0.23
C -2.41 -4.39 0.57
C -0.94 -4.54 0.26
C -0.50 -3.91 -1.09
C -1.35 -4.25 -2.27
C -1.97 -5.45 -2.47
C -2.04 -6.59 -1.55
C -3.16 -6.53 -0.51
C -2.41 1.58 -0.82
H -4.43 -5.00 0.47
H -2.66 -3.52 1.23
H -0.57 -5.58 0.34
H -0.44 -3.98 1.07
H -0.37 -2.82 -0.96
H 0.52 -4.26 -1.33
H -1.32 -3.56 -3.10
H -2.35 -5.59 -3.48
H -1.07 -6.80 -1.09
H -2.27 -7.48 -2.14
H -4.12 -6.73 -1.02
H -3.05 -7.33 0.23
H -2.24 2.68 -0.64
H -3.28 1.33 -0.14
H -2.58 1.56 -1.94
P 0.71 1.76 1.93
P 1.51 2.17 -0.86
C 2.28 1.05 1.43
C 2.63 1.14 0.13
C 1.10 2.95 3.23
C 2.17 2.67 4.11
C 2.59 3.59 5.06
C 1.96 4.83 5.18
C 0.87 5.12 4.35
C 0.44 4.19 3.39
C 0.02 0.25 2.69
C -0.51 -0.56 1.67
C -1.68 -1.26 2.00
C -1.93 -1.54 3.34
C -1.17 -0.92 4.34
C -0.27 0.09 4.05
C 2.57 3.71 -1.10
C 3.05 4.47 0.00
C 3.84 5.61 -0.19
C 4.25 6.00 -1.47
C 3.92 5.17 -2.54
C 3.13 4.04 -2.35
C 1.48 1.42 -2.49
C 0.51 1.90 -3.39
C 0.27 1.19 -4.56
C 1.03 0.05 -4.84
C 2.05 -0.36 -3.98
C 2.29 0.34 -2.80
H 2.91 0.62 2.21
H 3.62 0.87 -0.30
H 2.72 1.73 4.04
H 3.43 3.33 5.71
H 2.31 5.55 5.92
H 0.36 6.08 4.45
H -0.40 4.43 2.74
H 0.07 -0.77 0.70
H -2.40 -1.57 1.23
H -2.75 -2.21 3.64
H -1.38 -1.15 5.39
H 0.14 0.74 4.82
H 2.83 4.16 1.02
H 4.17 6.20 0.66
H 4.83 6.90 -1.61
H 4.30 5.42 -3.53
H 2.98 3.39 -3.21
H -0.07 2.78 -3.12
H -0.54 1.50 -5.22
H 0.81 -0.54 -5.72
H 2.67 -1.24 -4.20
H 3.07 0.02 -2.11
C -4.08 -1.89 -1.26
O -3.15 -0.94 -0.64
C -2.21 -0.31 -1.33
O -1.63 -0.86 -2.26
H -4.62 -2.38 -0.45
H -3.57 -2.64 -1.87
H -4.79 -1.35 -1.89
```

* ΔE to the lowest compared entry with this formula, charge and spin: 80.56 kJ/mol
* orbital gap (alpha / beta): 3.6204 / 6.8599 eV
* E_HOMO (alpha / beta): -0.13631 / -0.27208 Eh
* DFT total energy: -65161.4528 eV
* spin multiplicity: 3
* <S²>: 2.014
* strongest force on any atom: 3.7 eV/Å

***

[4]
The following is a DFT calculation (ωB97M-V/def2-TZVPD) of the molecule C17H27N3O3S.

Structure (XYZ):
```
51
Properties=species:S:1:pos:R:3
C -6.88 -0.13 1.12
C -6.18 0.38 -0.13
C -4.69 0.61 0.11
C -3.99 1.13 -1.15
C -2.51 1.35 -0.88
O -2.03 2.45 -0.71
N -1.81 0.18 -0.83
C -0.46 -0.01 -0.57
C 0.45 1.01 -0.40
C 1.80 0.76 -0.15
O 2.63 1.85 0.02
C 2.96 2.12 1.38
C 3.89 3.32 1.41
C 2.26 -0.56 -0.09
N 3.58 -0.94 0.18
C 4.79 -0.50 -0.29
S 6.10 -1.45 0.06
N 4.85 0.62 -1.02
C 6.10 1.17 -1.47
C 1.33 -1.60 -0.24
C -0.01 -1.35 -0.48
O -0.97 -2.30 -0.66
C -0.66 -3.67 -0.47
C -0.55 -4.05 1.00
H -7.94 -0.28 0.93
H -6.45 -1.07 1.44
H -6.78 0.59 1.93
H -6.31 -0.34 -0.94
H -6.64 1.32 -0.45
H -4.23 -0.33 0.43
H -4.56 1.34 0.91
H -4.43 2.08 -1.44
H -4.11 0.42 -1.97
H -2.32 -0.68 -0.96
H 0.12 2.03 -0.45
H 2.04 2.33 1.93
H 3.44 1.25 1.83
H 4.82 3.09 0.91
H 4.10 3.59 2.45
H 3.42 4.17 0.92
H 3.67 -1.88 0.55
H 4.05 1.25 -0.99
H 6.53 1.86 -0.74
H 6.81 0.36 -1.63
H 5.93 1.70 -2.41
H 1.70 -2.61 -0.17
H 0.25 -3.93 -1.01
H -1.50 -4.20 -0.93
H -0.35 -5.11 1.09
H 0.25 -3.50 1.49
H -1.49 -3.83 1.51
```

* structure (SMILES): CCCCC(=O)Nc1cc(OCC)c(NC(=S)NC)cc1OCC
* ΔE to the lowest compared entry with this formula, charge and spin: 105.98 kJ/mol
* orbital gap: 8.2216 eV
* E_HOMO: -0.28331 Eh
* DFT total energy: -39516.0155 eV
* strongest force on any atom: 0.8 eV/Å

***

[5]
The following is a DFT calculation (ωB97M-V/def2-TZVPD) of a cluster of 2 separate species, C4H12N2O2S in total at a distorted geometry.

Structure (XYZ):
```
21
Properties=species:S:1:pos:R:3
C 1.35 -0.62 1.89
C -0.18 2.35 0.82
C -1.59 -1.15 -2.25
C 0.15 0.55 -0.64
N 2.02 -0.30 0.70
N -0.69 1.18 0.18
O -0.76 -1.70 0.34
O 0.76 -1.92 -1.60
S -0.31 -1.18 -0.96
H 0.31 -0.80 1.82
H 1.99 -1.39 2.45
H 1.24 0.38 2.46
H 0.85 2.16 1.02
H -0.40 3.11 0.12
H -0.91 2.46 1.60
H -1.09 -0.44 -2.87
H -1.80 -2.14 -2.58
H -2.55 -0.83 -1.86
H 0.91 0.99 -1.39
H 1.95 -1.15 0.20
H -1.25 0.44 0.55
```

* ΔE to the lowest compared entry with this formula, charge and spin: 582.95 kJ/mol
* orbital gap (alpha / beta): 8.9430 / 7.9488 eV
* E_HOMO (alpha / beta): -0.32022 / -0.27660 Eh
* DFT total energy: -22247.7334 eV
* strongest force on any atom: 4.1 eV/Å

***

[6]
The following is a DFT calculation (ωB97M-V/def2-TZVPD) of a structure of composition C30H31CrN4O8P4Se2 at a distorted geometry.

Structure (XYZ):
```
80
Properties=species:S:1:pos:R:3
Cr -3.11 -0.82 0.18
Se 3.47 -0.96 2.96
P 2.77 -0.57 1.03
C 3.43 -1.65 -0.28
C 4.82 -1.70 -0.38
C 5.41 -2.35 -1.45
C 4.62 -2.95 -2.41
C 3.24 -2.93 -2.30
C 2.64 -2.28 -1.23
C 3.30 1.06 0.39
C 3.52 1.25 -0.98
C 4.09 2.43 -1.43
C 4.41 3.43 -0.53
C 4.19 3.25 0.83
C 3.67 2.06 1.29
C 0.98 -0.80 0.88
C -0.17 -0.07 0.57
N -1.20 -0.97 0.68
N -0.71 -2.14 1.02
N 0.58 -2.06 1.16
P -0.61 1.61 0.19
Se -2.70 1.61 -0.38
C 0.29 2.22 -1.26
C 0.43 1.35 -2.34
C 0.90 1.83 -3.55
C 1.19 3.18 -3.70
C 1.04 4.05 -2.63
C 0.59 3.57 -1.40
C -0.27 2.63 1.64
C 0.39 2.12 2.75
C 0.62 2.93 3.85
C 0.19 4.25 3.84
C -0.49 4.76 2.74
C -0.74 3.95 1.65
H 5.42 -1.22 0.39
H 6.49 -2.37 -1.54
H 5.08 -3.45 -3.26
H 2.62 -3.40 -3.06
H 1.56 -2.25 -1.14
H 3.29 0.45 -1.67
H 4.29 2.56 -2.49
H 4.84 4.36 -0.89
H 4.47 4.03 1.53
H 3.58 1.87 2.35
H 0.17 0.31 -2.22
H 1.03 1.15 -4.38
H 1.53 3.56 -4.65
H 1.27 5.10 -2.74
H 0.49 4.25 -0.57
H 0.71 1.08 2.77
H 1.13 2.52 4.71
H 0.38 4.88 4.70
H -0.84 5.78 2.74
H -1.32 4.31 0.81
O -5.25 -0.11 -0.92
P -5.76 -0.28 0.64
O -6.95 0.51 0.91
O -4.43 -0.05 1.36
O -6.06 -1.87 0.73
P -5.04 -3.06 0.26
O -4.96 -2.80 -1.34
O -5.59 -4.38 0.54
O -3.65 -2.66 0.76
H -5.95 0.27 -1.46
H -5.78 -3.13 -1.74
C -3.65 -1.34 3.91
O -2.57 -1.37 2.98
H -3.45 -1.99 4.76
H -4.59 -1.66 3.44
H -3.76 -0.32 4.25
H -2.48 -2.28 2.67
C -1.93 -5.09 -1.06
C -1.72 -4.13 -2.25
C -2.07 -2.79 -1.83
N -2.33 -1.77 -1.39
H -1.63 -6.09 -1.35
H -2.97 -5.10 -0.76
H -1.34 -4.76 -0.20
H -2.35 -4.42 -3.10
H -0.68 -4.14 -2.58
```

* ΔE to the lowest compared entry with this formula, charge and spin: 0.00 kJ/mol
* orbital gap (alpha / beta): 6.7110 / 7.1974 eV
* E_HOMO (alpha / beta): -0.30015 / -0.30017 Eh
* DFT total energy: -250230.3923 eV
* spin multiplicity: 2
* <S²>: 0.812
* strongest force on any atom: 1.9 eV/Å

***

[7]
The following is a DFT calculation (ωB97M-V/def2-TZVPD) of a cluster of 2 separate species, C3H9NO2 in total at a distorted geometry.

Structure (XYZ):
```
15
Properties=species:S:1:pos:R:3
C -0.06 0.62 1.89
C 1.02 0.63 0.95
O 2.23 0.62 1.15
O 0.77 0.66 -0.47
H -0.60 1.56 1.83
H 0.32 0.57 2.92
H -0.75 -0.27 1.69
H -0.04 0.77 -0.71
C -1.98 -1.50 -1.13
N -1.22 -0.69 -2.04
H -2.36 -0.84 -0.36
H -1.33 -2.21 -0.44
H -2.72 -2.19 -1.50
H -1.78 -0.51 -2.83
H -0.13 -0.74 -2.04
```

* structure (SMILES): CC(=O)O.CN
* ΔE to the lowest compared entry with this formula, charge and spin: 219.65 kJ/mol
* orbital gap: 9.9294 eV
* E_HOMO: -0.33706 Eh
* DFT total energy: -8840.6787 eV
* strongest force on any atom: 8.3 eV/Å

***

[8]
The following is a DFT calculation (ωB97M-V/def2-TZVPD) of a cluster of 2 separate species, C5H10N in total at a distorted geometry.

Structure (XYZ):
```
16
Properties=species:S:1:pos:R:3
C -2.10 1.20 1.15
C -2.38 0.24 0.16
C 1.42 -0.38 -1.62
C 1.21 -0.67 0.73
C 1.81 0.02 -0.25
N -1.08 0.54 0.81
H -2.43 1.90 1.98
H -2.91 -0.62 0.65
H -2.35 0.57 -0.91
H 1.14 -1.45 -1.67
H 0.58 0.18 -1.82
H 2.35 -0.26 -2.31
H 1.55 -0.39 1.73
H 0.52 -1.55 0.55
H -0.07 0.04 0.73
H 2.72 0.65 0.11
```

* charge: +1
* ΔE to the lowest compared entry with this formula, charge and spin: 458.94 kJ/mol
* orbital gap: 9.7419 eV
* E_HOMO: -0.53252 Eh
* DFT total energy: -6825.4454 eV
* strongest force on any atom: 4.2 eV/Å

***

Q: Which value of strongest force on any atom does entry 8 give?
A: 4.2 eV/Å

***

Q: What is the strongest force on any atom in the seventh record?
A: 8.3 eV/Å

***

Q: The lowest DFT total energy belongs to which entry?
A: C30H31CrN4O8P4Se2

***

Q: Which of these has the highest DFT total energy?
A: C5H10N